Record 1
{
  "formula": "C33H29IrN3O7PS",
  "method": "the ωB97M-V functional and the def2-TZVPD basis",
  "s_squared": 0.7844,
  "largest_force_ev_per_a": 0.876,
  "de_lowest_kcal_mol": 0.0,
  "multiplicity": 2,
  "e_lumo_ev": [2.58, 2.46],
  "e_homo_ev": [-3.60, -4.88],
  "molar_mass_g_mol": 834.867,
  "homo_lumo_gap_ha": [0.2271, 0.2697],
  "charge": -1,
  "elements": ["Ir", "O", "C", "C", "C", "C", "C", "C", "C", "O", "N", "N", "C", "C", "C", "C", "C", "C", "C", "O", "H", "H", "H", "H", "H", "H", "H", "H", "H", "H", "N", "C", "C", "C", "C", "C", "C", "P", "C", "C", "C", "C", "C", "C", "C", "C", "C", "C", "C", "C", "H", "H", "H", "H", "H", "H", "H", "H", "H", "H", "H", "H", "H", "H", "H", "H", "C", "H", "H", "H", "O", "S", "O", "O", "O"],
  "xyz": [[-0.1720, 0.9999, -0.4915], [-2.7279, -2.5613, -1.5530], [-3.7332, -1.8378, -2.0824], [-4.7638, -2.5543, -2.6960], [-5.8341, -1.8980, -3.2669], [-5.9016, -0.5078, -3.2396], [-4.8867, 0.2023, -2.6309], [-3.7926, -0.4358, -2.0443], [-2.7290, 0.3769, -1.4011], [-1.7096, -0.2869, -0.8708], [-2.8588, 1.6613, -1.3814], [-1.7891, 2.2381, -0.6732], [-2.0770, 3.2951, -0.0092], [-1.1983, 3.8718, 0.9726], [-1.2562, 5.2519, 1.2275], [-0.3523, 5.8641, 2.1169], [0.6345, 5.1492, 2.7143], [0.8198, 3.7049, 2.4357], [-0.2975, 3.0405, 1.6771], [-0.2588, 1.7553, 1.6457], [-2.0674, -1.9294, -1.1949], [-4.6891, -3.6338, -2.7083], [-6.6226, -2.4720, -3.7386], [-6.7378, 0.0116, -3.6879], [-4.9109, 1.2825, -2.5917], [-3.0543, 3.7315, -0.2055], [-1.9899, 5.8502, 0.7014], [-0.4370, 6.9270, 2.3071], [1.3565, 5.6236, 3.3666], [1.0117, 3.1293, 3.3468], [3.1204, 0.8352, 1.7311], [3.6795, 0.0106, 0.7896], [5.0718, 0.0449, 0.6136], [5.7069, -0.8537, -0.2126], [4.9785, -1.8322, -0.8831], [3.6038, -1.8540, -0.7449], [2.9310, -0.9262, 0.0529], [1.1194, -0.8370, 0.1149], [0.7182, -1.2325, 1.8598], [1.6594, -1.7567, 2.7374], [1.2991, -2.0910, 4.0359], [-0.0070, -1.9093, 4.4637], [-0.9531, -1.3860, 3.5916], [-0.5914, -1.0430, 2.2997], [0.5749, -2.3954, -0.7006], [0.0092, -3.4416, 0.0237], [-0.3939, -4.6106, -0.6090], [-0.2332, -4.7592, -1.9753], [0.3398, -3.7291, -2.7080], [0.7372, -2.5625, -2.0767], [2.1160, 0.9730, 1.7023], [3.5636, 1.7414, 1.7881], [5.6359, 0.7995, 1.1474], [6.7825, -0.8004, -0.3320], [5.4741, -2.5585, -1.5135], [3.0383, -2.6056, -1.2766], [2.6798, -1.9062, 2.4089], [2.0448, -2.4892, 4.7123], [-0.2872, -2.1669, 5.4778], [-1.9731, -1.2335, 3.9205], [-1.3289, -0.6228, 1.6275], [-0.1334, -3.3535, 1.0918], [-0.8443, -5.4014, -0.0228], [-0.5551, -5.6673, -2.4687], [0.4757, -3.8275, -3.7774], [1.1994, -1.7877, -2.6673], [0.1803, 0.9115, -2.5076], [-0.7575, 0.9652, -3.0707], [0.7295, 0.0453, -2.8584], [0.7720, 1.8007, -2.7338], [1.9333, 4.9312, -0.2555], [2.1894, 3.5632, 0.0862], [2.0731, 3.4211, 1.6970], [1.1297, 2.6896, -0.4814], [3.5166, 3.0580, -0.1422]],
  "forces_ev_per_a": [[0.6, 0.0, 0.6], [-0.1, 0.0, 0.0], [0.0, 0.0, 0.0], [0.0, 0.0, 0.0], [0.0, 0.0, 0.0], [0.0, 0.0, 0.0], [0.0, 0.0, 0.0], [0.1, -0.1, 0.1], [0.1, -0.2, 0.0], [-0.3, 0.3, 0.0], [0.2, -0.1, 0.1], [-0.3, 0.1, -0.3], [-0.1, -0.1, 0.0], [0.3, -0.2, 0.2], [0.0, 0.1, 0.0], [-0.1, 0.0, -0.1], [0.1, 0.0, 0.0], [0.0, -0.2, 0.1], [-0.3, 0.0, -0.2], [-0.1, 0.2, 0.0], [0.0, 0.0, 0.0], [0.0, 0.0, 0.0], [0.0, 0.0, 0.0], [0.0, 0.0, 0.0], [0.0, 0.0, 0.0], [0.0, 0.0, 0.0], [0.0, 0.0, 0.0], [0.0, 0.0, 0.0], [0.0, 0.0, 0.0], [-0.1, 0.1, 0.0], [-0.2, 0.1, 0.1], [0.1, -0.1, 0.0], [0.0, 0.0, 0.0], [0.0, 0.0, 0.0], [0.0, 0.0, 0.0], [0.0, 0.0, -0.1], [0.0, 0.0, 0.0], [-0.2, 0.0, 0.0], [0.0, 0.1, 0.0], [0.0, -0.1, 0.0], [0.0, 0.0, 0.0], [0.0, 0.0, 0.0], [0.0, 0.0, 0.0], [0.0, 0.0, 0.0], [0.1, 0.0, 0.0], [0.0, 0.0, 0.0], [0.0, 0.0, 0.0], [0.0, 0.0, 0.0], [0.0, 0.0, 0.0], [0.0, 0.0, -0.1], [0.0, 0.0, 0.0], [0.0, 0.0, 0.0], [0.0, 0.0, 0.0], [0.0, 0.0, 0.0], [0.0, 0.0, 0.0], [0.0, 0.0, 0.0], [0.0, 0.0, 0.0], [0.0, 0.0, 0.0], [0.0, 0.0, 0.0], [0.0, 0.0, 0.0], [0.0, 0.0, 0.0], [0.0, 0.0, 0.0], [0.0, 0.0, 0.0], [0.0, 0.0, 0.0], [0.0, 0.0, 0.0], [0.0, 0.1, 0.0], [-0.2, 0.1, -0.1], [0.0, 0.0, 0.0], [0.1, -0.1, -0.1], [0.0, 0.0, 0.0], [0.0, 0.0, 0.0], [-0.1, -0.1, 0.1], [0.1, 0.1, -0.1], [0.2, -0.2, -0.1], [0.0, 0.0, 0.0]],
  "lowdin_spin": [0.005, 0.000, 0.000, 0.000, 0.000, 0.000, 0.000, 0.000, -0.003, 0.001, -0.001, -0.016, 0.003, 0.040, 0.282, 0.040, 0.210, 0.058, 0.143, 0.126, 0.000, 0.000, 0.000, 0.000, 0.000, 0.000, 0.018, -0.004, 0.011, 0.017, 0.001, 0.000, 0.000, 0.000, 0.000, 0.000, 0.000, -0.001, 0.000, 0.000, 0.000, 0.000, 0.000, 0.000, 0.000, 0.000, 0.000, 0.000, 0.000, 0.000, 0.000, 0.000, 0.000, 0.000, 0.000, 0.000, 0.000, 0.000, 0.000, 0.000, 0.000, 0.000, 0.000, 0.000, 0.000, 0.000, 0.004, 0.001, 0.000, 0.000, 0.002, 0.002, 0.049, 0.007, 0.005]
}

=====

Record 2
{
  "formula": "C33H29NO7P2RuS4",
  "method": "the ωB97M-V functional and the def2-TZVPD basis",
  "s_squared": 8.7647,
  "largest_force_ev_per_a": 1.323,
  "de_lowest_kcal_mol": 19.6,
  "multiplicity": 6,
  "e_lumo_ev": [2.57, 1.42],
  "e_homo_ev": [-4.61, -5.25],
  "molar_mass_g_mol": 842.881,
  "homo_lumo_gap_ha": [0.2638, 0.2452],
  "charge": -1,
  "elements": ["Ru", "S", "P", "C", "P", "S", "C", "C", "C", "C", "C", "C", "C", "C", "C", "C", "C", "C", "C", "C", "C", "C", "C", "C", "C", "C", "C", "C", "C", "C", "H", "H", "H", "H", "H", "H", "H", "H", "H", "H", "H", "H", "H", "H", "H", "H", "H", "H", "H", "H", "O", "S", "O", "O", "C", "C", "C", "C", "C", "C", "S", "O", "O", "O", "H", "H", "H", "H", "C", "C", "N", "O", "H", "H", "H", "H", "H"],
  "xyz": [[-0.3680, 1.3630, 0.2418], [2.3024, 2.1420, 1.0143], [2.3154, 0.4831, -0.0840], [0.8273, -0.4333, -0.1195], [0.3413, -1.2602, 1.3483], [0.1672, -0.0306, 2.8900], [-1.1438, -2.2453, 0.9766], [-1.4113, -2.6396, -0.3258], [-2.5192, -3.4345, -0.5912], [-3.3518, -3.8332, 0.4431], [-3.0836, -3.4323, 1.7477], [-1.9823, -2.6360, 2.0151], [1.4336, -2.6893, 1.7256], [2.1010, -3.3485, 0.6989], [2.8334, -4.4991, 0.9631], [2.8887, -5.0063, 2.2539], [2.2104, -4.3604, 3.2803], [1.4854, -3.2065, 3.0171], [2.6442, 0.9453, -1.8311], [1.5972, 1.1099, -2.7373], [1.8443, 1.5453, -4.0329], [3.1432, 1.8120, -4.4434], [4.1913, 1.6580, -3.5474], [3.9415, 1.2353, -2.2495], [3.7603, -0.5311, 0.3951], [4.0948, -0.5878, 1.7458], [5.0962, -1.4456, 2.1817], [5.7821, -2.2375, 1.2714], [5.4553, -2.1843, -0.0761], [4.4368, -1.3482, -0.5104], [-0.7782, -2.2871, -1.1315], [-2.7470, -3.7153, -1.6115], [-4.2256, -4.4387, 0.2320], [-3.7502, -3.7199, 2.5523], [-1.7904, -2.2730, 3.0192], [2.0315, -2.9599, -0.3095], [3.3632, -4.9996, 0.1602], [3.4587, -5.9046, 2.4622], [2.2460, -4.7587, 4.2877], [0.9679, -2.6846, 3.8152], [0.5807, 0.8814, -2.4514], [1.0144, 1.6653, -4.7191], [3.3387, 2.1427, -5.4570], [5.2075, 1.8716, -3.8576], [4.7610, 1.1519, -1.5458], [3.5520, 0.0360, 2.4474], [5.3400, -1.4963, 3.2356], [6.5641, -2.9049, 1.6127], [5.9837, -2.8073, -0.7876], [4.1612, -1.3333, -1.5583], [-3.3876, 0.9990, 2.9067], [-2.9342, 1.3140, 1.5803], [-2.3371, 0.1976, 0.8358], [-2.0193, 2.4769, 1.5010], [-4.3983, 1.7698, 0.6555], [-5.4675, 2.2227, 1.4237], [-6.6607, 2.5879, 0.8242], [-6.7937, 2.5013, -0.5529], [-5.7319, 2.0647, -1.3268], [-4.5235, 1.6942, -0.7407], [-3.2653, 1.1471, -1.9207], [-3.2876, -0.2876, -1.9415], [-3.6385, 1.8179, -3.1514], [-1.9962, 1.7362, -1.4044], [-5.3424, 2.2602, 2.4976], [-7.4877, 2.9348, 1.4324], [-7.7289, 2.7743, -1.0278], [-5.8096, 2.0138, -2.4043], [-0.3027, 5.8776, -0.3118], [-0.6207, 4.4909, -0.8060], [-1.6916, 4.3491, -1.5871], [0.1117, 3.5457, -0.4854], [-0.5021, 6.6314, -1.0744], [0.7412, 5.9120, -0.0120], [-0.9227, 6.0846, 0.5632], [-2.3172, 5.1169, -1.7422], [-1.9984, 3.3977, -1.7870]],
  "forces_ev_per_a": [[0.2, 0.0, 0.0], [-0.2, -0.2, -0.1], [0.5, -0.3, -0.5], [-0.3, 1.0, 0.8], [0.3, -0.7, -0.3], [-0.1, -0.1, -0.1], [0.0, 0.1, 0.0], [0.0, 0.0, 0.0], [0.0, 0.0, 0.0], [0.0, 0.0, 0.0], [0.0, 0.0, 0.0], [0.0, 0.0, 0.0], [0.0, 0.0, 0.1], [-0.1, -0.1, 0.1], [0.0, 0.1, 0.0], [0.0, 0.0, 0.0], [0.0, 0.0, 0.0], [0.1, 0.1, 0.0], [0.0, -0.1, 0.0], [0.1, -0.1, 0.0], [0.1, 0.0, 0.0], [-0.1, 0.0, 0.0], [0.0, 0.0, 0.1], [0.0, 0.2, 0.1], [-0.1, -0.2, 0.0], [0.0, 0.0, 0.0], [0.0, 0.0, 0.0], [0.0, 0.0, 0.0], [0.0, 0.0, 0.0], [0.0, 0.0, 0.0], [0.0, 0.0, 0.0], [0.0, 0.0, 0.0], [0.0, 0.0, 0.0], [0.0, 0.0, 0.0], [0.0, 0.0, 0.0], [0.0, 0.0, 0.0], [0.0, 0.0, 0.0], [0.0, 0.0, 0.0], [0.0, 0.0, 0.0], [0.0, 0.0, 0.0], [-0.1, 0.0, 0.1], [0.0, 0.0, 0.0], [0.0, 0.0, 0.0], [0.0, 0.0, 0.0], [0.0, 0.0, 0.0], [0.0, 0.0, 0.0], [0.0, 0.0, 0.0], [0.0, 0.0, 0.0], [0.0, 0.0, 0.0], [0.0, 0.0, 0.0], [-0.1, 0.1, -0.1], [-0.3, 0.0, 0.2], [0.0, 0.1, 0.0], [0.1, -0.1, -0.1], [-0.1, 0.0, -0.2], [0.1, -0.1, -0.1], [-0.1, 0.0, 0.0], [-0.1, 0.0, 0.0], [0.1, 0.0, 0.1], [0.0, 0.0, 0.2], [-0.1, 0.1, 0.1], [0.1, 0.0, 0.0], [0.1, 0.0, 0.0], [0.1, -0.3, -0.1], [0.0, 0.0, 0.0], [0.0, 0.0, 0.0], [0.0, 0.0, 0.0], [0.0, 0.0, 0.0], [0.0, 0.0, 0.0], [-0.2, 0.0, -0.1], [0.1, 0.3, 0.1], [-0.2, -0.1, 0.1], [0.0, 0.0, 0.0], [0.0, 0.0, 0.0], [0.0, 0.0, 0.0], [0.0, 0.1, 0.0], [0.0, -0.1, 0.0]],
  "lowdin_spin": [3.695, 0.170, 0.078, 0.415, 0.063, 0.168, 0.001, 0.005, 0.001, 0.000, 0.000, 0.001, 0.007, 0.007, 0.001, 0.000, 0.001, 0.005, 0.006, 0.006, 0.001, 0.001, 0.001, 0.001, 0.008, 0.006, 0.000, 0.004, 0.000, 0.004, 0.005, 0.000, 0.000, 0.000, 0.001, 0.006, 0.000, 0.000, 0.000, 0.004, 0.001, 0.000, 0.000, 0.000, 0.000, 0.001, 0.000, 0.000, 0.000, 0.000, 0.012, 0.012, 0.084, 0.056, 0.001, 0.001, 0.000, 0.001, 0.000, 0.002, 0.006, 0.001, 0.008, 0.061, 0.000, 0.000, 0.000, 0.000, 0.003, 0.010, 0.005, 0.060, 0.000, 0.000, 0.000, 0.000, 0.000]
}

=====

Record 3
{
  "formula": "C33H30AsF6N2RuSb",
  "method": "the ωB97M-V functional and the def2-TZVPD basis",
  "s_squared": 8.8311,
  "largest_force_ev_per_a": 0.446,
  "de_lowest_kcal_mol": 0.0,
  "multiplicity": 6,
  "e_lumo_ev": [-10.04, -11.92],
  "e_homo_ev": [-16.74, -16.79],
  "molar_mass_g_mol": 866.357,
  "homo_lumo_gap_ha": [0.2463, 0.1788],
  "charge": 3,
  "elements": ["Ru", "C", "C", "C", "C", "C", "C", "C", "C", "C", "C", "N", "C", "C", "C", "C", "C", "N", "H", "H", "H", "H", "H", "H", "H", "H", "H", "H", "H", "H", "H", "H", "H", "H", "H", "F", "Sb", "F", "F", "F", "F", "F", "C", "C", "C", "C", "C", "C", "As", "C", "C", "C", "C", "C", "C", "C", "C", "C", "C", "C", "C", "H", "H", "H", "H", "H", "H", "H", "H", "H", "H", "H", "H", "H"],
  "xyz": [[0.1711, -0.5853, 0.2407], [1.6928, 2.8263, 1.6364], [2.0904, 1.3499, 1.7095], [1.7439, 0.7570, 3.0515], [2.4489, 1.1973, 4.1373], [2.0856, 0.8264, 5.4441], [0.9146, 0.1052, 5.6736], [0.1597, -0.3720, 4.6298], [-1.2276, -0.9145, 4.8944], [-2.0177, -0.0570, 5.8886], [0.7003, -0.2094, 3.2867], [0.2606, -0.9991, 2.2619], [-0.3470, -2.1963, 2.5267], [-1.0661, -2.7629, 1.5185], [-1.9111, -3.8964, 1.3667], [-2.4521, -3.8180, 0.1020], [-1.9413, -2.6553, -0.5157], [-1.1084, -2.0309, 0.3206], [1.9726, 3.2508, 0.6748], [2.1989, 3.3892, 2.4193], [0.6179, 2.9494, 1.7681], [3.1590, 1.2276, 1.5149], [1.5844, 0.8306, 0.8756], [3.2926, 1.8612, 3.9956], [2.6761, 1.1752, 6.2815], [0.5738, -0.0342, 6.6899], [-1.1616, -1.9352, 5.2865], [-1.7904, -0.9674, 3.9599], [-1.6005, -0.0994, 6.8923], [-3.0382, -0.4304, 5.9491], [-2.0546, 0.9840, 5.5689], [-0.2320, -2.6607, 3.4957], [-2.1022, -4.6511, 2.1142], [-3.1598, -4.4976, -0.3452], [-2.1482, -2.2661, -1.5019], [-0.7395, -0.1009, -1.5977], [-1.2807, 1.8553, -1.3851], [0.6068, 1.9345, -1.0396], [-0.9709, 2.1149, -3.1893], [-1.5270, 3.5850, -0.8096], [-3.0315, 1.3057, -1.5641], [-1.2811, 1.1686, 0.4690], [7.6962, 0.7030, -2.7306], [7.1133, 0.0759, -1.6283], [5.7523, 0.1643, -1.4297], [4.9704, 0.8469, -2.3743], [5.5575, 1.5124, -3.4620], [6.9222, 1.4161, -3.6437], [3.1003, 0.9740, -2.1545], [2.1358, 0.9143, -3.7864], [2.0397, 1.8908, -4.7616], [1.2731, 1.6208, -5.8904], [0.6156, 0.4047, -6.0167], [0.7028, -0.5635, -5.0218], [1.4595, -0.3132, -3.8864], [1.6182, -1.2310, -2.7425], [1.1311, -2.5391, -2.6807], [1.3283, -3.3134, -1.5480], [1.9865, -2.7932, -0.4327], [2.4932, -1.4895, -0.4733], [2.3385, -0.7296, -1.6420], [8.7668, 0.6395, -2.8746], [7.7304, -0.4747, -0.9318], [5.2986, -0.3160, -0.5716], [4.9535, 2.0626, -4.1717], [7.3889, 1.8945, -4.4937], [2.5334, 2.8481, -4.6569], [1.1844, 2.3664, -6.6686], [0.0210, 0.2082, -6.8984], [0.1777, -1.5010, -5.1480], [0.6178, -2.9645, -3.5332], [0.9736, -4.3360, -1.5311], [2.1469, -3.4042, 0.4465], [3.0864, -1.1245, 0.3579]],
  "forces_ev_per_a": [[-0.4, -0.2, 0.0], [0.0, 0.0, 0.0], [-0.1, -0.1, 0.0], [0.1, 0.0, 0.0], [0.0, 0.0, -0.1], [0.0, 0.0, 0.0], [-0.1, 0.0, 0.0], [0.0, 0.0, 0.1], [0.0, 0.0, 0.0], [0.0, 0.0, 0.0], [0.0, 0.0, 0.0], [0.0, 0.0, -0.1], [0.0, 0.0, 0.0], [0.0, 0.0, 0.1], [0.0, 0.0, 0.0], [-0.1, 0.0, 0.0], [0.0, -0.1, 0.0], [0.1, 0.0, 0.1], [0.0, 0.0, 0.0], [0.0, 0.0, 0.0], [0.0, 0.0, 0.0], [0.0, 0.0, 0.0], [0.1, 0.1, -0.1], [0.0, 0.0, 0.0], [0.0, 0.0, 0.0], [0.0, 0.0, 0.0], [0.0, 0.0, 0.0], [0.0, 0.0, 0.0], [0.0, 0.0, 0.0], [0.0, 0.0, 0.0], [0.0, 0.0, 0.0], [0.0, 0.0, 0.0], [0.0, 0.0, 0.0], [0.0, 0.0, 0.0], [0.0, 0.0, 0.0], [0.0, 0.0, 0.1], [0.1, 0.2, 0.0], [0.0, 0.0, 0.0], [0.0, 0.0, 0.0], [-0.1, 0.0, 0.0], [0.0, 0.0, 0.0], [0.1, 0.0, 0.0], [0.0, 0.0, 0.0], [0.0, 0.0, 0.0], [0.0, 0.0, 0.0], [0.0, 0.0, 0.0], [0.0, 0.0, 0.0], [0.0, 0.0, 0.0], [0.0, 0.0, 0.0], [0.0, 0.0, 0.0], [0.0, 0.0, 0.0], [0.0, 0.0, 0.0], [0.0, 0.0, 0.0], [0.0, 0.0, 0.0], [0.0, 0.0, 0.0], [0.0, 0.0, 0.0], [0.0, 0.0, 0.0], [0.0, 0.0, 0.0], [-0.1, 0.0, 0.0], [0.1, 0.1, 0.0], [0.0, 0.0, 0.0], [0.0, 0.0, 0.0], [0.0, 0.0, 0.0], [0.0, 0.0, 0.0], [0.0, 0.0, 0.0], [0.0, 0.0, 0.0], [0.0, 0.0, 0.0], [0.0, 0.0, 0.0], [0.0, 0.0, 0.0], [0.0, 0.0, 0.0], [0.0, 0.0, 0.0], [0.0, 0.0, 0.0], [0.0, 0.0, 0.0], [0.1, 0.0, 0.0]],
  "lowdin_spin": [2.464, 0.006, 0.014, 0.082, 0.039, 0.216, 0.011, 0.110, 0.015, 0.004, 0.191, 0.139, -0.038, 0.079, 0.092, 0.062, 0.120, 0.044, 0.002, 0.000, 0.000, 0.003, 0.004, 0.000, 0.009, -0.002, 0.008, -0.001, 0.000, 0.000, 0.000, -0.003, 0.003, 0.001, 0.004, 0.032, 0.002, 0.029, 0.000, 0.002, 0.001, 0.088, 0.093, 0.007, 0.051, 0.120, 0.054, 0.005, 0.413, 0.058, 0.022, 0.007, 0.020, 0.015, 0.019, 0.046, 0.030, 0.031, 0.049, 0.029, 0.082, 0.004, -0.001, 0.002, 0.002, -0.001, 0.001, 0.000, 0.001, 0.001, 0.001, 0.001, 0.001, 0.002]
}

=====

Which value of charge does entry 1 give?
-1

=====

The highest charge belongs to which entry?
C33H30AsF6N2RuSb